The following is a DFT calculation (the ωB97M-V functional and the def2-TZVPD basis) of a molecular structure, C3H2N2OS at a distorted geometry.

## Properties
E_LUMO = -1.9 eV
E_HOMO = -8.330 eV
net charge = 0
frontier orbital gap = 6.440 eV
E = -19002.4326 eV

```
9
C3H2N2OS, DFT the ωB97M-V functional and the def2-TZVPD basis
C -0.14 0.69 -0.57
C 0.69 -1.04 -0.88
C -0.42 0.49 0.85
N 0.63 -1.48 0.37
N 0.15 -0.78 1.28
O 1.05 -1.40 -1.94
S -0.46 1.81 -1.65
H -0.01 1.27 1.50
H -1.49 0.45 1.05
```

The following is a DFT calculation (the ωB97M-V functional and the def2-TZVPD basis) of C3H2N2OS2 in the gas phase at a distorted geometry.

## Properties
E_LUMO = -2.0 eV
E_HOMO = -9.525 eV
net charge = 0
SMILES = S=c1cnonc1S
frontier orbital gap = 7.529 eV
E = -29836.8591 eV

```
10
C3H2N2OS2, DFT the ωB97M-V functional and the def2-TZVPD basis
C -0.57 0.15 0.84
C 1.01 0.28 -1.04
C -0.20 -0.19 -0.50
H -1.86 -1.66 0.58
H 1.24 -0.17 -1.99
N 0.17 1.06 1.40
N 1.68 1.20 -0.55
O 1.18 1.72 0.69
S -1.64 -0.96 1.80
S -1.00 -1.42 -1.23
```

The following is a DFT calculation (the ωB97M-V functional and the def2-TZVPD basis) of a molecular structure, C3H2N3PS at a distorted geometry.

## Properties
E_LUMO (spin up / spin down) = -1.8 / -1.8 eV
E_HOMO (spin up / spin down) = -9.661 / -9.659 eV
net charge = 0
frontier orbital gap (spin up / spin down) = 7.826 / 7.826 eV
E = -27732.8047 eV

```
10
C3H2N3PS, DFT the ωB97M-V functional and the def2-TZVPD basis
C -0.46 -0.35 0.02
C -0.50 1.14 0.01
C 1.73 -0.15 0.00
N 0.61 -0.98 0.02
N -1.64 1.65 0.03
N -3.20 -1.79 -0.08
P -2.36 -0.57 0.04
S 1.14 1.67 -0.03
H 2.34 -0.29 0.89
H 2.35 -0.32 -0.89
```

The following is a DFT calculation (the ωB97M-V functional and the def2-TZVPD basis) of a molecular structure, C3H2N4O at a distorted geometry.

## Properties
E_LUMO = -2.3 eV
E_HOMO = -9.666 eV
net charge = 0
frontier orbital gap = 7.321 eV
E = -11145.5596 eV

```
10
C3H2N4O, DFT the ωB97M-V functional and the def2-TZVPD basis
C 1.05 0.98 0.15
C -1.13 0.32 0.89
C 0.41 -0.87 -1.20
H -2.06 0.85 1.70
H 0.71 -1.45 -2.22
N -0.24 1.14 0.75
N -1.18 -1.02 0.66
N -0.39 -1.63 -0.21
N 0.71 0.52 -1.14
O 2.10 1.16 0.63
```